No. 1
The following is a DFT calculation (ωB97M-V with the def2-TZVPD basis set) of an isolated ion of composition C9H20N4O and charge +2 in a non-equilibrium geometry.

The geometry in XYZ format:
```
34
Properties=species:S:1:pos:R:3:forces:R:3:lowdin_charge:R:1
C -1.28390 1.13689 0.23583 -3.4 2.4 -1.5 -0.041
C -1.52562 -0.13510 -0.02131 2.6 -2.4 0.8 -0.198
C 1.39304 -0.31875 -0.95320 2.0 -2.8 1.5 -0.154
C 1.91210 -1.11642 1.13711 0.7 1.3 2.5 -0.197
C 2.57306 0.56819 -0.95826 -2.4 0.7 3.9 -0.100
C 3.27509 -0.35461 1.09292 -0.1 -2.5 2.6 -0.078
C -3.10678 -1.81190 -0.54256 -1.6 -2.9 -1.1 -0.156
C -2.09776 3.45131 0.46949 0.0 3.8 0.8 -0.124
C -0.40658 -1.12703 0.28943 -0.2 -1.6 1.6 -0.134
N 0.89406 -0.43138 0.45096 -1.2 -0.1 -2.9 -0.164
N -4.31571 -2.12167 -0.98459 -0.9 -0.4 -0.2 0.227
N 3.69864 -0.10727 -0.30827 0.3 3.6 1.6 0.090
N -2.18266 2.14806 -0.00700 -1.6 -3.7 -1.0 -0.055
O -2.75215 -0.63485 -0.46341 -0.1 3.4 0.3 0.141
H -0.31285 1.44083 0.45195 1.4 0.2 0.8 0.119
H 0.59855 -0.05832 -1.51203 -2.3 1.7 -2.2 0.092
H 1.69701 -1.32988 -1.43930 -0.4 0.9 1.0 0.176
H 1.98428 -2.13084 0.84272 0.6 -1.3 -0.6 0.121
H 1.73115 -1.13122 2.22413 -0.3 -0.1 -0.2 0.150
H 2.72387 1.05233 -1.81578 1.4 1.3 -3.7 0.107
H 2.26498 1.36234 -0.22345 0.6 -0.3 -0.7 0.167
H 3.30317 0.55299 1.79480 0.0 -1.1 -1.7 0.177
H 3.90818 -1.18826 1.55981 -0.1 1.6 -0.7 0.165
H -2.40648 -2.60511 -0.34768 0.1 -0.4 0.2 0.164
H -1.08876 3.89912 0.61788 -0.2 -1.0 -0.5 0.103
H -2.59906 4.18880 -0.22179 0.4 -0.9 0.6 0.113
H -2.53387 3.59396 1.46389 -0.3 -0.2 -0.1 0.091
H -0.29688 -1.93731 -0.45907 -0.1 0.4 -0.3 0.123
H -0.60087 -1.76163 1.22068 0.0 1.1 -0.7 0.160
H -5.02580 -1.37996 -1.16283 1.0 -0.7 0.2 0.171
H -4.67043 -3.10236 -1.18554 1.1 1.7 0.6 0.188
H 3.92291 -0.95086 -0.72957 0.9 -2.1 -1.3 0.157
H 4.49300 0.56753 -0.29589 -0.2 -1.0 -0.2 0.218
H -3.16697 1.77238 -0.22005 2.1 1.2 0.5 0.182
```
Forces are in eV/Å.

- SMILES: CN/C=C(/CN1CC[NH2+]CC1)OC=[NH2+]
- Total charge: +2
- Energy relative to the best compared isomer or geometry (same formula, charge and spin): 0.00 kcal per mole

No. 2
The following is a DFT calculation (ωB97M-V with the def2-TZVPD basis set) of C9H20O5Sm as an isolated structure in a non-equilibrium geometry.

The geometry in XYZ format:
```
35
Properties=species:S:1:pos:R:3:forces:R:3:lowdin_charge:R:1
O 1.60520 -1.58503 0.64032 -0.1 0.1 0.1 -0.116
C 1.52622 -2.95558 0.96884 0.3 -0.4 0.1 -0.184
C 0.43675 -3.69496 0.22236 -0.3 0.0 0.1 -0.225
O 0.66421 -3.59822 -1.15894 0.3 0.1 0.1 -0.184
C -0.43123 -4.01597 -1.93095 -0.3 -0.2 -0.1 -0.122
H 1.37135 -3.08875 2.05287 0.1 0.0 -0.2 0.127
H 2.50143 -3.38971 0.71030 -0.2 0.1 0.0 0.135
H -0.55719 -3.28089 0.47679 0.2 0.0 0.0 0.128
H 0.44507 -4.75117 0.55108 0.0 0.2 0.0 0.132
H -0.14604 -3.93760 -2.98689 -0.1 0.0 0.3 0.091
H -0.69719 -5.06465 -1.71263 0.0 0.2 -0.1 0.089
H -1.31824 -3.38536 -1.74150 0.2 -0.1 -0.1 0.070
O 0.07902 0.17486 -0.58352 1.2 1.6 0.0 -0.320
C 0.12603 0.31233 0.75210 0.5 1.9 -1.5 -0.219
C 0.92326 -0.72601 1.50638 0.6 0.7 0.7 -0.169
O 1.08227 1.86697 0.71822 -2.1 -1.8 1.3 -0.207
C 0.37471 3.08403 0.84680 -0.2 -0.4 0.5 -0.215
C -0.54368 3.45501 -0.30445 0.3 0.5 -0.4 -0.210
O -1.71048 2.65355 -0.42688 0.2 -0.1 0.3 -0.507
C -2.80709 3.06868 0.36877 -0.3 0.3 0.2 -0.125
Sm -2.10646 0.84142 -2.07218 0.1 -0.5 -0.2 0.588
H -0.85884 0.51213 1.20156 0.4 0.5 0.1 0.130
H 0.24816 -1.23984 2.21186 0.0 -0.1 -0.4 0.136
H 1.64744 -0.18093 2.13593 -0.1 -0.1 0.0 0.139
H 1.12915 3.87828 0.94840 -0.2 -0.1 0.0 0.133
H -0.21170 3.05043 1.77803 0.1 0.2 0.0 0.122
H -0.01611 3.36491 -1.26315 -0.1 0.0 0.2 0.098
H -0.83961 4.51113 -0.20954 0.0 -0.2 0.1 0.134
H -3.58084 2.29563 0.28010 0.1 0.2 0.1 0.050
H -2.51688 3.17371 1.42434 -0.1 0.0 -0.3 0.095
H -3.20363 4.01953 -0.01880 0.1 -0.2 0.2 0.098
C 1.61058 1.17190 -1.12340 1.0 -2.8 -2.9 0.091
H 1.66192 0.56472 -2.03972 -0.9 -0.6 0.2 0.057
H 1.64149 2.14407 -1.63359 -0.3 0.3 1.6 0.070
H 2.47098 0.75142 -0.58889 -0.5 0.9 0.3 0.090
```
Forces are in eV/Å.

- Spin multiplicity: 7
- Total charge: 0
- Energy relative to the best compared isomer or geometry (same formula, charge and spin): 38.53 kcal per mole

No. 3
The following is a DFT calculation (ωB97M-V with the def2-TZVPD basis set) of a 2-piece molecular cluster, C9H20PS overall in a non-equilibrium geometry.

The geometry in XYZ format:
```
31
Properties=species:S:1:pos:R:3:forces:R:3:lowdin_charge:R:1
C -0.96781 2.15357 0.41193 2.4 -0.7 2.3 -0.226
C -2.17090 1.25878 0.33240 -3.1 2.8 0.7 -0.239
C 0.25372 1.44033 -0.27253 0.1 0.3 -2.2 -0.455
C -1.89495 -0.19183 0.60950 0.6 -1.2 -3.0 -0.449
C 2.75703 1.48503 -1.01726 -2.3 0.3 0.2 -0.068
C -2.12979 -2.72046 -0.12577 1.2 1.3 0.3 -0.106
C 3.48707 -2.68081 -0.82953 0.1 0.1 0.0 0.107
C 1.65944 1.99710 -0.00665 -0.4 -1.9 -1.5 -0.306
C -2.65076 -1.24703 -0.27487 -2.6 -0.8 0.9 -0.256
P 0.00099 -0.33281 0.33275 -0.9 1.4 1.1 0.914
S 0.79417 -0.22378 2.26050 0.1 -0.2 -0.3 0.624
H -1.14158 3.19822 0.14664 0.1 -0.3 -0.6 0.135
H -0.59941 2.20890 1.47122 -0.4 0.1 -0.5 0.113
H -2.99830 1.64823 1.14308 1.9 -0.9 -2.1 0.186
H -2.55333 1.57697 -0.67540 -0.3 -1.4 0.7 0.139
H 0.17063 1.42332 -1.42090 -0.3 -0.2 1.5 0.148
H -2.06456 -0.41439 1.62617 -0.1 -0.5 1.2 0.080
H 3.64522 1.95715 -0.54365 0.0 -0.9 -1.2 0.089
H 2.45197 1.86092 -2.09289 1.1 -0.7 2.2 0.121
H 2.65397 0.35737 -0.98349 1.0 1.2 -0.2 0.056
H -2.31551 -3.26821 -1.06727 0.3 0.1 0.6 0.082
H -2.56807 -3.26829 0.73776 0.4 0.4 -0.6 0.086
H -0.99536 -2.56959 0.05982 -1.4 -1.0 -0.4 0.040
H 3.50659 -3.56974 -1.43664 -0.5 0.1 0.1 -0.001
H 4.39165 -2.23006 -0.55486 1.5 0.2 0.1 -0.032
H 2.68892 -2.09517 -0.43710 -1.1 -0.4 -0.2 -0.071
H 1.58298 3.01834 -0.15430 -0.2 2.3 -0.1 0.091
H 1.93378 1.83313 1.00493 0.4 -0.2 0.9 0.055
H -3.73383 -1.25991 0.16959 1.7 0.2 -0.9 0.145
H -2.83416 -1.06002 -1.37092 0.8 0.6 1.2 0.124
H -0.35981 -0.28527 2.95774 0.1 -0.3 -0.2 -0.126
```
Forces are in eV/Å.

- Total charge: +1
- Energy relative to the best compared isomer or geometry (same formula, charge and spin): 1.80 kcal per mole

No. 4
The following is a DFT calculation (ωB97M-V with the def2-TZVPD basis set) of a 2-piece molecular cluster, C9H20S overall in a non-equilibrium geometry.

The geometry in XYZ format:
```
30
Properties=species:S:1:pos:R:3:forces:R:3:lowdin_charge:R:1
C 2.04865 -0.71117 1.68753 -0.3 0.8 -1.0 -0.125
C 1.66244 -1.23082 -0.72601 -0.8 1.9 0.9 -0.014
C 1.80050 1.28572 0.23745 2.5 -2.3 0.7 -0.055
C -0.77286 1.10108 -1.57396 1.9 2.1 -1.5 -0.099
C -2.31536 0.89362 0.28134 -1.5 0.0 3.1 -0.119
C -1.71139 -1.08371 -1.17810 0.5 0.9 -1.1 -0.062
C -0.10622 -0.16614 0.60245 -1.5 0.9 0.1 -0.522
C 1.39039 -0.18295 0.38552 -1.4 0.4 1.3 -0.622
C -1.19235 0.20588 -0.46240 0.6 -0.7 0.7 -0.649
S -0.56201 -1.42728 1.68472 -2.3 -1.3 0.7 0.849
H 3.08001 -0.67389 1.31174 0.3 0.2 1.4 0.093
H 1.77304 -1.76333 1.73031 0.3 0.0 0.7 0.025
H 1.67702 -0.10163 2.59319 1.2 -1.0 -1.3 0.110
H 2.65293 -1.14791 -1.06007 1.5 -0.2 -0.4 0.075
H 1.01287 -0.99929 -1.53520 -0.4 -0.2 -0.9 0.046
H 1.42541 -2.17397 -0.29038 0.0 -0.9 -0.1 0.074
H 2.89070 1.31452 0.19311 0.2 0.2 0.1 0.094
H 1.44180 1.83954 1.05560 -0.3 0.5 1.2 0.036
H 1.46947 1.74387 -0.59759 -1.1 1.3 -2.8 0.016
H -0.30037 2.06857 -1.20319 -0.3 -1.4 -0.5 0.102
H -1.60997 1.51974 -2.18101 0.2 -0.8 0.5 0.093
H -0.09614 0.54015 -2.31034 -0.7 1.1 1.0 0.110
H -2.81906 0.18123 1.04864 0.4 0.8 -1.6 0.075
H -3.09429 1.32441 -0.38468 0.5 -0.3 0.5 0.092
H -1.92760 1.63263 1.09617 -0.4 -0.7 -2.1 0.054
H -2.32658 -1.54856 -0.42972 -0.8 -0.7 -0.6 0.040
H -2.16868 -0.64101 -2.11356 -0.5 -1.0 1.2 0.101
H -0.96100 -1.80893 -1.58955 -0.3 0.8 0.8 0.092
H -0.36650 1.49142 2.11599 0.4 -0.8 -0.9 0.142
H -1.99487 -1.48178 1.61201 2.1 0.3 -0.1 -0.051
```
Forces are in eV/Å.

- Total charge: 0
- Energy relative to the best compared isomer or geometry (same formula, charge and spin): 136.05 kcal per mole

No. 5
The following is a DFT calculation (ωB97M-V with the def2-TZVPD basis set) of C9H21AlBr5CaClF5LiMgO6PS2 as an isolated structure in a non-equilibrium geometry.

The geometry in XYZ format:
```
54
Properties=species:S:1:pos:R:3:forces:R:3:lowdin_charge:R:1
C 0.19879 2.49968 0.71967 0.7 0.1 0.7 -0.118
C 0.74760 3.43638 1.97483 -2.1 4.2 -1.7 -0.581
Br 1.78510 2.48452 3.44004 -3.2 -1.1 -0.7 0.524
C 0.53953 4.92868 2.03965 0.3 -5.2 -0.9 -0.655
Br 1.32927 5.87047 3.61898 -1.5 -0.2 -1.9 0.636
O -0.19055 5.55795 0.92431 1.1 -1.6 2.3 -0.351
S -1.88205 5.56957 1.19139 -2.7 5.0 -3.2 0.977
O -2.42142 6.62213 0.14901 2.7 -4.9 4.1 -0.370
O -2.61144 4.10876 0.70135 0.8 -1.1 1.8 -0.622
P -3.14776 3.14599 2.04798 0.0 -0.6 -1.8 0.375
S -4.11677 4.22892 3.38044 -2.3 0.3 0.7 0.520
H -0.29836 3.15401 -0.10841 1.0 -1.1 1.7 0.095
H -0.58382 1.68742 1.10051 1.8 1.7 -0.8 0.090
H 1.15041 1.96230 0.28204 -2.1 1.0 0.8 0.080
H -4.11314 2.18989 1.48897 1.6 0.5 0.2 -0.047
H -2.06655 2.47771 2.76514 -0.4 0.7 -0.9 0.021
C 2.01982 -2.30454 -0.73732 -0.3 -0.4 -0.7 -0.084
C 0.70570 -1.60392 -1.03496 -0.1 0.2 0.1 -0.254
O 0.85590 -0.21663 -1.32367 0.0 0.0 0.6 -0.190
C 1.64243 0.11461 -2.46447 0.0 0.2 -0.4 -0.278
C 1.07872 -0.42935 -3.76503 -0.1 -0.2 0.0 -0.083
H 2.57419 -1.77415 0.04343 0.3 0.1 0.1 0.009
H 1.83978 -3.33250 -0.40865 0.1 0.2 0.0 0.099
H 2.66110 -2.34445 -1.62292 0.1 0.0 0.3 0.011
H 0.06734 -1.66836 -0.14683 -0.1 0.2 -0.2 0.124
H 0.16365 -2.10446 -1.84340 0.2 -0.1 0.1 0.125
H 2.67905 -0.20462 -2.31782 0.0 -0.1 0.0 0.078
H 1.66011 1.20870 -2.52174 -0.1 -0.2 0.2 0.123
H 1.12052 -1.52215 -3.79493 0.0 0.1 -0.1 0.061
H 1.65045 -0.05009 -4.61913 -0.1 0.0 0.2 0.085
H 0.02964 -0.13946 -3.88438 0.2 0.0 0.0 0.093
C 5.96017 -2.53569 -2.90526 0.2 0.1 -0.2 -1.570
Br 4.32500 -2.25343 -3.92044 0.4 -0.1 0.2 0.639
Br 6.82111 -0.85513 -2.43768 -0.3 -0.5 -0.1 0.586
Br 5.65794 -3.65363 -1.34227 0.0 0.2 -0.3 0.605
H 6.65192 -3.07861 -3.55776 -0.3 0.2 0.3 -0.041
Li 2.88323 -0.80863 1.70065 0.0 0.2 -0.1 0.667
O 7.34155 -5.77971 -3.82082 0.0 0.6 0.1 -0.063
H 7.93503 -5.09323 -4.16040 0.0 -0.4 0.0 0.039
H 6.87311 -5.34485 -3.09250 0.1 -0.3 -0.1 -0.042
F -7.34805 -0.58251 1.38254 0.7 -1.1 0.2 -0.341
Al -6.11676 -0.35091 0.08875 1.7 1.2 -3.1 0.104
F -6.54049 1.10005 -0.89041 0.5 -2.3 1.9 -0.248
F -6.08293 -1.80393 -0.97481 -0.4 1.9 2.2 -0.232
F -4.49564 -0.11735 0.83774 -2.4 -0.2 -0.5 -0.248
F -4.24805 4.38446 6.19082 0.5 -0.2 -1.7 -0.558
Mg 3.55195 3.98012 3.14517 2.9 1.4 -0.5 0.186
Cl -5.74805 3.69288 1.05793 0.8 0.7 1.5 0.080
Ca -7.24805 -2.40712 2.72043 1.9 -0.2 -0.7 1.678
C -3.08308 -4.39716 2.93064 1.9 -0.6 1.3 -0.467
O -4.29114 -3.98373 2.57841 -3.0 1.1 -0.8 -0.405
H -2.44221 -3.68162 3.47322 0.0 0.6 0.2 0.039
H -3.02333 -5.27262 3.59941 -0.4 -0.3 0.2 0.049
H -2.40048 -4.71066 2.12252 -0.3 0.1 -0.7 0.050
```
Forces are in eV/Å.

- Total charge: +1

No. 6
The following is a DFT calculation (ωB97M-V with the def2-TZVPD basis set) of C9H21BCaCl4NNaO17P2SV2 as an isolated structure in a non-equilibrium geometry.

The geometry in XYZ format:
```
60
Properties=species:S:1:pos:R:3:forces:R:3:lowdin_charge:R:1
C 2.02315 -3.14386 1.98944 0.3 -0.2 0.6 -0.061
C 1.33200 -1.92641 2.50097 0.4 0.3 0.1 -0.475
O 2.36613 -1.12509 3.08444 0.2 -0.1 0.2 -0.038
C 0.68776 -1.17556 1.37468 -1.3 -0.1 -0.8 -0.202
B -0.73740 -1.80298 0.97083 0.2 0.2 3.5 -0.560
P -2.19413 -0.79542 1.72815 -0.4 0.5 0.0 0.896
P -3.89906 -2.06835 1.98987 1.3 1.1 -0.4 0.098
O -4.24930 -2.56342 0.69333 -0.6 -1.1 -2.7 -0.284
O -3.53604 -3.23756 2.96352 0.2 -1.0 1.3 -0.151
O -5.01436 -1.23286 2.66038 -0.5 0.6 1.1 -0.164
H 2.65187 -3.52130 2.77619 0.4 -0.3 0.4 0.083
H 2.65004 -2.81719 1.18243 0.4 -0.1 -0.6 0.058
H 1.34964 -3.92385 1.69120 -0.4 -0.3 -0.4 0.074
H 0.62193 -2.19140 3.27556 -0.4 0.0 0.3 0.138
H 2.04420 -0.22416 3.14230 0.0 0.1 0.1 0.076
H 0.56346 -0.13751 1.64492 0.0 0.6 0.1 0.084
H 1.31881 -1.22760 0.50230 0.5 0.2 -0.3 0.098
H -0.91474 -2.98077 1.25986 -0.1 0.1 -1.2 0.098
H -0.86825 -1.73175 -0.32682 -0.7 1.7 -2.9 0.161
H -1.89919 -0.37030 3.04169 0.3 -0.2 0.1 -0.058
H -3.65733 -4.04841 2.45465 0.1 -0.3 0.1 0.092
H -5.36904 -1.71772 3.43280 -0.5 0.2 0.7 0.010
O 4.00884 -5.13884 -2.56638 -0.4 0.0 -0.2 -0.541
V 2.78714 -4.36206 -1.77528 0.3 0.5 0.7 1.141
O 1.51676 -3.59047 -1.07484 0.0 -0.3 -0.5 -0.465
N -3.20486 2.24049 1.22983 -0.2 -0.3 0.5 0.053
C -2.53512 2.27793 0.07065 0.1 -0.2 -0.3 -0.083
C -2.63375 3.55792 -0.40292 -0.7 0.6 0.1 -0.233
C -3.39978 4.31927 0.54021 0.1 -0.2 -0.3 -0.180
C -3.74094 3.44770 1.54727 0.0 0.0 -0.1 -0.074
H -3.24669 1.34446 1.74317 -0.1 0.3 -0.1 0.071
H -2.05187 1.39613 -0.32817 -0.1 0.0 -0.1 0.092
H -2.20996 3.90422 -1.32394 -2.6 -0.6 -0.3 -0.034
H -3.66426 5.36656 0.49057 -0.1 0.0 0.6 -0.016
H -4.30710 3.59358 2.44826 0.0 0.0 0.0 0.129
O -4.20201 -1.28025 7.82133 -0.5 -0.1 -1.6 -0.533
V -5.26713 -1.91168 6.72488 -0.5 -0.6 1.1 1.034
O -5.86546 -2.17634 5.17858 1.0 0.8 0.2 -0.550
C -1.44410 -0.54818 -2.30625 -0.2 -4.4 -2.5 -0.867
O -1.75456 0.42876 -2.98649 0.1 1.6 1.2 0.062
O -1.36981 -1.74210 -2.69701 0.1 1.1 0.1 0.029
O -1.19770 -0.43802 -1.00292 0.8 -0.2 2.6 -0.004
Na -0.66034 4.14192 -1.29309 4.4 0.0 -0.8 0.497
O 2.73978 3.25663 -5.31010 -0.4 -0.2 -0.1 -0.222
S 2.31623 4.27676 -4.35663 0.2 -0.3 0.1 0.226
O 3.41970 5.21011 -4.11010 -0.2 0.5 0.2 -0.225
O 1.87561 3.66311 -3.09567 -0.4 -0.1 0.7 -0.335
O 1.19210 5.04888 -4.92807 0.0 0.3 -0.2 -0.224
C 6.24566 -0.77424 -0.82522 -0.1 0.1 0.1 -2.047
Cl 7.09388 -1.13126 0.67008 0.1 -0.1 0.1 0.549
Cl 7.40190 -0.28902 -2.06224 0.0 0.2 0.0 0.596
Cl 5.39862 -2.23227 -1.37961 0.0 -0.4 -0.2 0.529
Cl 5.08794 0.51493 -0.56250 -0.1 0.1 0.0 0.560
O -2.63115 3.49944 -4.44592 -0.1 0.0 0.6 -0.087
H -2.39093 2.61494 -4.12371 0.1 0.0 -0.1 0.025
H -3.28141 3.33275 -5.13453 0.0 0.0 -0.1 0.041
Ca -3.34947 6.19949 -1.61357 -0.1 -0.2 -0.5 1.216
O 9.35114 -1.09477 -4.55988 0.0 0.0 0.0 -0.072
H 10.01857 -1.75677 -4.35787 0.0 0.0 0.0 0.034
H 8.68439 -1.20620 -3.87459 0.0 -0.1 -0.1 -0.060
```
Forces are in eV/Å.

- Total charge: 0

Calculated total energy in Ha, matching the order above: -648.51281 -1388.72131 -1094.03619 -752.89047 -16901.42637 -7363.05994